Entry from OMol25: C42H44BrFeN6O4Te as an isolated structure (the ωB97M-V functional and the def2-TZVPD basis).

Results
Orbital gap (alpha / beta): 5.141 / 5.138 eV
Highest occupied orbital energy (alpha / beta): -0.109 / -0.108 Ha
Net charge: -1

Positions of all 99 atoms, in Å:
Fe: -0.144003 -0.440880 -0.711175
C: -2.875865 -0.803298 -0.269452
C: -2.227370 -2.168109 -0.039314
N: -1.049216 -2.223685 -0.913096
C: -0.031102 -3.251636 -0.655208
C: 1.308028 -2.765800 -1.176319
C: 2.418502 -3.537739 -1.442284
C: 3.626095 -2.893787 -1.704417
C: 3.699915 -1.512720 -1.649389
C: 2.541431 -0.793591 -1.387808
C: 2.395072 0.697262 -1.174140
N: 1.182915 0.937970 -0.382433
C: -0.589817 1.237946 1.935148
C: -1.901451 0.625406 1.483374
N: -1.904925 0.271449 0.039785
N: 1.390041 -1.432487 -1.222422
H: -3.790228 -0.700229 0.324765
H: -3.143430 -0.710767 -1.325668
H: -2.945204 -2.973062 -0.239505
H: -1.880599 -2.247081 0.993999
H: -1.315841 -2.283440 -1.895410
H: -0.298724 -4.229865 -1.066033
H: 0.076014 -3.351513 0.430628
H: 2.357060 -4.617241 -1.413322
H: 4.515935 -3.474779 -1.907564
H: 4.645723 -1.003211 -1.780268
H: 2.296690 1.187621 -2.150760
H: 3.303011 1.085504 -0.697194
H: 0.990572 1.930769 -0.328357
H: -0.371285 2.187299 1.437460
H: -0.560762 1.389578 3.011682
H: -2.738751 1.303275 1.691999
H: -2.052325 -0.291874 2.049632
H: -2.140102 1.102187 -0.496606
Br: 0.445233 -8.044132 4.025371
C: -0.561305 -6.436636 3.830711
C: -1.937951 -6.489989 3.974266
C: -2.665185 -5.316446 3.832950
C: -2.018872 -4.120179 3.549591
C: -0.638852 -4.086877 3.403145
C: 0.100029 -5.255290 3.551209
C: 0.083574 -2.786959 3.059991
O: 1.317137 -2.818579 2.981812
O: -0.654113 -1.787913 2.846086
H: -2.428755 -7.428465 4.193198
H: -3.741895 -5.338204 3.948571
H: -2.570215 -3.195280 3.444739
H: 1.174654 -5.204944 3.443198
O: -0.727401 -1.816909 -3.779271
C: -0.875300 -0.603611 -3.705098
N: -1.295132 0.173015 -4.778637
C: -1.223882 1.580547 -4.431730
C: -0.965154 1.461098 -2.901210
O: -1.011832 2.423470 -2.150799
N: -0.731329 0.170043 -2.580044
C: -2.529396 2.321139 -4.679384
C: -2.573698 3.704043 -4.517140
C: -3.760033 4.393308 -4.705502
C: -4.916965 3.710588 -5.061756
C: -4.878732 2.335127 -5.219881
C: -3.688996 1.641936 -5.026242
C: -0.058939 2.261533 -5.143603
C: -0.087835 2.319629 -6.536800
C: 0.963016 2.877269 -7.244812
C: 2.056678 3.400035 -6.564664
C: 2.082455 3.365815 -5.180629
C: 1.028141 2.800642 -4.470671
H: -1.021869 -0.140773 -5.696184
H: -1.674946 4.235041 -4.231655
H: -3.783651 5.467533 -4.571970
H: -5.843363 4.250815 -5.212030
H: -5.775940 1.794316 -5.494413
H: -3.654670 0.566868 -5.142454
H: -0.953223 1.935282 -7.066761
H: 0.927492 2.911671 -8.326451
H: 2.879847 3.838636 -7.114381
H: 2.924478 3.783340 -4.642954
H: 1.042036 2.803966 -3.388918
C: 3.576722 2.706832 7.740343
C: 2.898617 2.108811 6.533745
C: 3.131006 2.595901 5.254176
C: 2.498430 2.037865 4.140776
C: 2.802674 2.659015 2.787982
C: 1.600837 0.961227 4.243899
Te: 1.055891 -0.101733 1.593804
C: 1.371785 0.494330 5.548518
C: 0.426236 -0.661575 5.793274
C: 2.004883 1.054219 6.661418
H: 4.262922 3.504063 7.448692
H: 4.150842 1.954976 8.288177
H: 2.849502 3.130635 8.438379
H: 3.816642 3.432224 5.121565
H: 3.447924 3.535524 2.888753
H: 1.882967 2.974836 2.285853
H: 3.298301 1.946838 2.122566
H: -0.252514 -0.785945 4.952049
H: -0.156049 -0.511823 6.708123
H: 0.979073 -1.600310 5.903726
H: 1.791964 0.659096 7.655057

Forces on the atoms, in the same order (eV/Å):
-0.4 -0.3 -0.2
0.1 0.0 0.0
0.0 0.0 0.0
-0.1 -0.1 0.0
0.0 0.0 0.0
-0.2 0.0 0.0
0.1 -0.1 0.0
-0.1 0.0 0.0
0.1 0.1 0.0
0.1 0.1 0.0
0.1 0.0 0.1
0.4 0.3 0.1
0.1 0.0 -0.2
0.1 -0.1 -0.1
-0.1 0.1 0.1
0.0 -0.1 0.1
0.0 0.0 0.0
0.0 0.0 0.0
0.0 0.0 0.0
0.0 0.0 0.0
0.0 0.0 0.0
0.0 0.0 0.0
0.0 0.0 0.0
0.0 0.0 0.0
0.0 0.0 0.0
0.0 0.0 0.0
0.0 0.0 0.0
0.0 0.0 0.0
0.0 0.0 0.0
0.0 0.0 0.0
0.0 0.0 0.0
0.0 0.0 0.0
0.0 0.0 0.0
0.1 0.0 0.0
0.0 0.0 0.0
0.0 0.0 0.0
0.0 0.0 0.0
0.0 0.1 0.0
-0.1 -0.1 0.0
0.0 0.0 0.0
0.0 0.0 0.0
0.0 0.0 0.0
0.2 -0.1 -0.1
-0.2 0.1 0.1
0.0 0.0 0.0
0.0 0.0 0.0
0.0 0.0 0.0
0.0 0.0 0.0
0.1 0.0 0.0
-0.1 -0.1 0.0
0.1 0.1 0.0
0.1 0.0 0.0
-0.2 -0.1 -0.1
0.1 0.0 0.0
0.1 0.0 0.2
0.0 0.0 0.0
0.0 0.0 0.0
0.0 0.0 0.0
0.0 0.0 0.0
0.0 0.0 0.0
0.0 0.0 0.0
0.0 0.0 0.0
0.0 0.0 0.0
0.0 0.0 0.0
0.0 0.0 0.0
0.0 0.0 0.0
0.0 0.0 0.0
0.0 0.0 0.0
0.0 0.0 0.0
0.0 0.0 0.0
0.0 0.0 0.0
0.0 0.0 0.0
0.0 0.0 0.0
0.0 0.0 0.0
0.0 0.0 0.0
0.0 0.0 0.0
0.0 0.0 0.0
0.0 0.0 0.0
0.0 0.0 0.0
0.0 0.0 0.0
0.0 0.0 0.0
0.0 0.0 -0.1
0.0 0.0 0.0
-0.1 -0.3 -0.1
0.0 0.6 0.1
0.0 -0.1 0.0
0.0 0.0 0.0
0.0 0.0 0.0
0.0 0.0 0.0
0.0 0.0 0.0
0.0 0.0 0.0
0.0 0.0 0.0
0.0 0.0 0.0
0.0 0.0 0.0
0.0 0.0 0.0
0.0 0.0 0.0
0.0 0.0 0.0
0.0 0.0 0.0
0.0 0.0 0.0

---

Entry from OMol25: a 2-piece molecular cluster, C4H10N4 overall at a distorted geometry (the ωB97M-V functional and the def2-TZVPD basis).

Results
Energy above the lowest of the compared OMol25 structures with the same formula, charge and spin: 66.4 kcal per mole
Orbital gap: 9.264 eV
Highest occupied orbital energy: -0.672 Ha
Net charge: +2

Positions of all 18 atoms, in Å:
C: -1.980289 -0.134161 -0.802358
C: 1.880171 -1.020144 -0.091056
C: -3.442865 0.662758 0.818644
C: 2.649848 1.181315 0.887601
N: -2.365533 0.034882 0.512553
N: 2.306015 -0.020942 0.287701
N: -0.740212 -0.320009 -0.913617
N: 1.878242 -2.083563 -0.786829
H: -2.756644 -0.049653 -1.594525
H: -3.745707 0.823619 1.939775
H: -4.073288 0.963369 0.035485
H: 3.558887 1.600073 0.314901
H: 1.885774 1.855010 1.087920
H: 3.070958 0.832919 1.963384
H: -1.735575 -0.184616 1.188321
H: -0.248092 -0.280552 -1.910086
H: 2.849579 -2.339051 -1.263768
H: 1.215188 -2.764570 -0.624646

Forces on the atoms, in the same order (eV/Å):
1.7 -0.3 -2.7
1.9 1.7 0.1
0.1 -0.6 3.3
5.0 -1.0 2.8
-4.2 1.8 -0.6
-1.8 -0.5 -0.3
1.4 0.3 -2.4
3.4 -0.7 -2.3
0.5 0.1 0.6
0.8 -0.2 -2.3
-1.0 0.5 -0.9
-1.6 -0.3 0.9
-1.6 1.1 -0.3
-0.7 1.2 -2.3
2.5 -1.1 2.5
-2.1 -0.4 2.4
-2.8 0.5 1.3
-1.5 -2.0 0.2

---

Entry from OMol25: an isolated molecule of C10H9ClN2S at a distorted geometry (the ωB97M-V functional and the def2-TZVPD basis).

Results
Orbital gap (alpha / beta): 7.721 / 7.938 eV
Highest occupied orbital energy (alpha / beta): -0.302 / -0.295 Ha

Positions of all 23 atoms, in Å:
C: -2.471951 -1.762658 1.089875
C: 0.908734 0.992357 0.530161
C: -0.284199 0.377594 0.301959
C: 2.102890 0.222105 0.406909
C: -0.179043 -0.940787 0.042443
C: 1.940190 -1.094464 -0.012423
C: -1.574352 1.077733 0.513379
C: -2.604790 -1.273906 -0.212527
C: 3.418679 0.851033 0.561862
C: -3.046277 -2.215494 -1.266723
N: -2.405554 -2.084512 2.213146
N: 0.806840 -1.699951 -0.122981
S: -2.887897 0.428522 -0.542975
Cl: 3.367225 -2.020459 -0.053149
H: 0.931143 2.078898 0.661542
H: -1.810547 0.986691 1.647795
H: -1.481426 2.186001 0.285822
H: 4.132410 0.963502 -0.270572
H: 3.392865 1.797706 1.090178
H: 3.811986 0.217041 1.421431
H: -4.055471 -1.979054 -1.424297
H: -2.851090 -3.294061 -1.063965
H: -2.437738 -2.052566 -2.211208

Forces on the atoms, in the same order (eV/Å):
-0.5 -0.2 2.8
1.9 0.0 -0.6
-0.5 0.6 0.5
-2.0 1.7 -1.6
-4.2 -0.5 -1.0
2.3 1.1 1.6
-0.6 1.4 1.5
2.8 0.1 -0.3
1.5 -0.5 2.6
2.6 -0.9 -1.4
0.0 0.3 -1.6
-0.8 -1.4 -0.6
0.2 -0.3 0.6
0.8 -0.9 -0.5
0.3 -0.4 0.3
0.0 0.1 -1.9
-0.2 -1.3 0.2
-0.5 -0.6 0.2
-0.6 0.5 -0.4
0.7 0.5 -1.3
-1.7 -0.3 -0.7
-0.5 0.9 0.4
-1.0 0.2 0.9

---

Entry from OMol25: a 2-piece molecular cluster, C2HN2S3 overall at a distorted geometry (the ωB97M-V functional and the def2-TZVPD basis).

Results
Energy above the lowest of the compared OMol25 structures with the same formula, charge and spin: 0.0 kcal per mole
Orbital gap: 7.451 eV
Highest occupied orbital energy: -0.153 Ha
Net charge: -1

Positions of all 8 atoms, in Å:
C: 1.082151 1.623524 0.052118
C: -0.280792 -1.930651 -0.037153
N: -0.885503 -1.083301 -0.590796
N: -0.066159 1.762632 0.245164
S: 2.679225 1.329642 0.016528
S: 0.382477 -3.311239 0.543072
S: -1.713899 1.623677 0.270395
H: -1.197497 -0.014284 -0.499329

Forces on the atoms, in the same order (eV/Å):
-0.3 -0.2 0.7
-0.2 -1.2 -0.2
0.5 0.7 0.2
1.1 0.2 -0.4
-0.1 0.2 -0.2
-0.3 1.1 -0.2
-0.5 0.3 -0.1
-0.2 -1.2 0.2